# 1
ORCA calculation (ωB97M-V with the def2-TZVPD basis set) on an isolated molecule of C5H7NO.

The total energy comes out at -8832.828 eV. Its relative energy (zero: lowest compared OMol25 entry of this formula, charge and spin) is 77.8 kcal per mole. As for the molar mass: 97.12 g mol⁻¹. Its frontier orbital gap is 8.1234 eV.

Each line ends with the Löwdin charge.
Positions of all 14 atoms, in Å:
C  -1.761  0.151  0.398  -0.0189
N  -0.393  -0.157  0.047  -0.1008
C  0.177  -1.333  -0.104  -0.0490
C  1.549  -1.212  -0.426  -0.1531
C  1.949  0.122  -0.445  0.0155
C  0.639  0.847  -0.331  -0.4327
O  0.564  1.958  0.504  -0.0078
H  -2.290  0.593  -0.452  0.0961
H  -1.767  0.864  1.226  0.0930
H  -2.276  -0.763  0.703  0.0910
H  -0.412  -2.239  0.037  0.1340
H  2.183  -2.082  -0.578  0.0735
H  0.369  1.118  -1.372  0.1654
H  1.470  2.133  0.793  0.0936

# 2
ORCA calculation (ωB97M-V with the def2-TZVPD basis set) on a cluster of 7 separate species, C36H84ClNO9 in total in a non-equilibrium geometry.

The total energy comes out at -71129.432 eV. Its structure (SMILES) is COCCCCCCCC(=O)O[C@@](C)(Cl)CN.CCOCC.CCOCC.CCOCC.CCOCC.CCOCC.CCOCC. As for the molar mass: 710.52 g mol⁻¹. Its frontier orbital gap is 10.0711 eV.

Each line ends with the Löwdin charge.
Positions of all 131 atoms, in Å:
C  2.675  -0.291  2.441  -0.1201
O  2.556  -0.339  0.995  -0.2250
C  1.146  -0.536  0.679  -0.2245
C  0.829  0.064  -0.752  -0.1590
C  -0.651  -0.407  -1.199  -0.1877
C  -1.668  0.565  -0.461  -0.2136
C  -3.195  0.050  -0.482  -0.1712
C  -3.675  0.025  1.061  -0.1780
C  -4.224  1.443  1.564  -0.0680
C  -3.506  2.004  2.872  -0.3688
O  -2.924  1.194  3.645  0.0620
O  -3.539  3.372  3.216  -0.0459
C  -2.493  4.115  2.583  -0.7507
C  -1.250  3.257  2.111  -0.0821
Cl  -3.082  5.033  1.083  0.6434
C  -1.978  5.171  3.691  -0.2428
N  -0.830  5.984  3.246  -0.0139
H  1.851  -0.915  2.893  0.0840
H  2.659  0.789  2.780  0.0915
H  3.674  -0.726  2.761  0.0914
H  0.913  -1.652  0.711  0.1322
H  0.571  0.059  1.452  0.1111
H  0.768  1.192  -0.670  0.1048
H  1.604  -0.195  -1.527  0.1104
H  -0.831  -1.474  -0.877  0.1062
H  -0.753  -0.378  -2.326  0.1078
H  -1.676  1.598  -0.944  0.1120
H  -1.331  0.668  0.613  0.0774
H  -3.287  -0.979  -0.937  0.1074
H  -3.846  0.754  -1.077  0.0990
H  -2.866  -0.428  1.698  0.1114
H  -4.539  -0.722  1.077  0.1005
H  -4.269  2.201  0.714  0.1129
H  -5.317  1.276  1.857  0.1185
H  -0.883  2.574  2.947  0.1082
H  -1.506  2.669  1.180  0.0620
H  -0.346  3.892  1.832  0.0913
H  -1.720  4.612  4.650  0.1397
H  -2.870  5.818  3.942  0.1152
H  -0.835  6.159  2.239  0.0466
H  0.017  5.498  3.544  0.0675
C  -6.060  -0.770  4.453  -0.0751
C  -6.810  -1.301  3.251  -0.2828
O  -6.586  -2.680  3.002  -0.1591
C  -6.965  -3.576  4.036  -0.2800
C  -8.442  -3.512  4.384  -0.0822
H  -4.986  -0.934  4.332  0.0815
H  -6.239  0.301  4.573  0.0799
H  -6.363  -1.260  5.381  0.0666
H  -6.462  -0.762  2.367  0.0921
H  -7.884  -1.104  3.333  0.1079
H  -6.344  -3.412  4.923  0.1060
H  -6.728  -4.580  3.677  0.1180
H  -8.733  -2.529  4.756  0.0646
H  -8.682  -4.247  5.155  0.0767
H  -9.051  -3.721  3.500  0.0817
C  3.418  -5.778  1.966  -0.0697
C  3.253  -4.468  2.718  -0.2755
O  1.989  -3.852  2.518  -0.1792
C  0.851  -4.603  2.918  -0.2786
C  0.845  -4.955  4.396  -0.0800
H  3.269  -5.624  0.894  0.0860
H  4.419  -6.186  2.127  0.0646
H  2.696  -6.529  2.292  0.0674
H  4.002  -3.759  2.358  0.1163
H  3.444  -4.602  3.787  0.1067
H  0.755  -5.501  2.299  0.1063
H  -0.021  -3.982  2.699  0.1168
H  1.695  -5.583  4.670  0.0653
H  -0.068  -5.496  4.653  0.0774
H  0.897  -4.049  5.004  0.0817
C  -0.943  5.894  -2.971  -0.0623
C  -0.440  5.677  -1.555  -0.2811
O  0.320  4.487  -1.399  -0.1735
C  1.500  4.382  -2.182  -0.2729
C  2.507  5.486  -1.907  -0.0711
H  -1.549  5.042  -3.291  0.0509
H  -1.551  6.800  -3.026  0.0822
H  -0.124  6.000  -3.685  0.0695
H  -1.300  5.585  -0.889  0.0581
H  0.132  6.541  -1.203  0.1073
H  1.245  4.337  -3.246  0.1042
H  1.954  3.420  -1.934  0.1132
H  2.108  6.474  -2.145  0.0676
H  3.408  5.336  -2.507  0.0638
H  2.788  5.493  -0.851  0.0829
C  4.614  1.333  -4.155  -0.0753
C  3.727  1.546  -5.370  -0.2771
O  3.067  2.803  -5.378  -0.1671
C  3.901  3.952  -5.378  -0.2906
C  4.828  4.031  -6.578  -0.0784
H  4.031  1.429  -3.235  0.0762
H  5.066  0.339  -4.184  0.0787
H  5.423  2.065  -4.107  0.0657
H  2.943  0.786  -5.371  0.1179
H  4.291  1.409  -6.298  0.1049
H  4.464  4.009  -4.440  0.0985
H  3.235  4.820  -5.389  0.1167
H  5.523  3.190  -6.614  0.0659
H  5.415  4.951  -6.544  0.0782
H  4.251  4.018  -7.507  0.0833
C  -6.295  3.368  -5.471  -0.0809
C  -5.788  3.153  -4.055  -0.2803
O  -5.025  1.965  -3.899  -0.1665
C  -3.847  1.867  -4.686  -0.2748
C  -2.843  2.974  -4.418  -0.0865
H  -6.901  2.517  -5.793  0.0822
H  -6.903  4.274  -5.523  0.0773
H  -5.476  3.476  -6.185  0.0644
H  -6.645  3.059  -3.385  0.1179
H  -5.217  4.019  -3.705  0.1054
H  -4.106  1.819  -5.749  0.1063
H  -3.389  0.906  -4.438  0.1164
H  -3.248  3.960  -4.656  0.0647
H  -1.944  2.826  -5.020  0.0844
H  -2.559  2.984  -3.362  0.0705
C  8.420  -9.303  2.655  -0.0812
C  7.469  -9.068  1.493  -0.2797
O  6.801  -7.816  1.549  -0.1702
C  7.628  -6.661  1.534  -0.2808
C  8.491  -6.550  0.289  -0.0799
H  7.885  -9.234  3.606  0.0820
H  8.876  -10.293  2.579  0.0774
H  9.225  -8.567  2.678  0.0643
H  6.691  -9.834  1.515  0.1183
H  7.985  -9.180  0.534  0.1052
H  8.239  -6.621  2.442  0.1066
H  6.957  -5.799  1.577  0.1103
H  9.188  -7.385  0.199  0.0648
H  9.075  -5.627  0.313  0.0778
H  7.867  -6.546  -0.608  0.0833

# 3
ORCA calculation (ωB97M-V with the def2-TZVPD basis set) on a structure of composition C42H51F3N2NiP2Sb in a non-equilibrium geometry.

The total energy comes out at -121668.963 eV. Its relative energy (zero: lowest compared OMol25 entry of this formula, charge and spin) is 1.9 kcal per mole. As for the molar mass: 883.28 g mol⁻¹. Its net charge is +1. Its frontier orbital gap (alpha / beta) is 6.1968 / 6.2084 eV.

Each line ends with the Löwdin charge.
Positions of all 102 atoms, in Å:
Ni  -1.016  -0.016  -0.626  -0.0549
C  -3.893  2.021  1.097  -0.0980
C  -3.267  2.868  -0.015  -0.5053
C  -4.164  2.885  -1.253  -0.1052
P  -1.560  2.225  -0.386  1.0882
C  -0.969  3.426  -1.682  -0.5118
C  0.287  2.955  -2.417  -0.1191
C  -0.813  4.889  -1.269  -0.0951
C  -0.767  2.435  1.235  -0.3037
C  -0.338  3.629  1.800  -0.0774
C  0.197  3.657  3.077  -0.0856
C  0.343  2.466  3.776  -0.0676
C  -0.088  1.267  3.234  -0.0410
C  -0.710  1.230  1.974  -0.3377
N  -1.237  0.086  1.390  -0.0609
C  -1.676  -1.007  2.104  -0.3195
C  -2.067  -0.966  3.458  -0.0266
C  -2.431  -2.117  4.129  -0.0632
C  -2.441  -3.352  3.489  -0.0806
C  -2.158  -3.399  2.137  -0.0995
C  -1.807  -2.247  1.440  -0.3292
P  -1.670  -2.215  -0.364  1.0732
C  -3.406  -2.745  -0.793  -0.5050
C  -4.364  -1.624  -0.377  -0.1057
C  -3.591  -3.122  -2.264  -0.1038
C  -0.655  -3.684  -0.894  -0.5056
C  0.548  -3.955  0.004  -0.0930
C  -0.183  -3.433  -2.334  -0.1148
H  -4.929  2.323  1.260  0.0880
H  -3.357  2.139  2.039  0.0779
H  -3.884  0.963  0.830  0.0495
H  -3.129  3.888  0.355  0.1099
H  -4.220  1.889  -1.703  0.0708
H  -3.817  3.591  -2.008  0.0660
H  -5.175  3.182  -0.976  0.0860
H  -1.799  3.362  -2.395  0.0853
H  1.181  3.209  -1.854  0.0632
H  0.359  3.447  -3.389  0.0933
H  0.285  1.875  -2.581  0.0161
H  0.130  5.034  -0.742  0.0767
H  -1.634  5.246  -0.647  0.0721
H  -0.788  5.509  -2.167  0.0908
H  -0.421  4.553  1.247  0.0900
H  0.510  4.594  3.517  0.1095
H  0.806  2.467  4.755  0.1153
H  0.071  0.348  3.779  0.1068
H  -2.106  -0.017  3.973  0.1100
H  -2.719  -2.055  5.171  0.1124
H  -2.706  -4.253  4.024  0.1062
H  -2.224  -4.344  1.608  0.1118
H  -3.599  -3.629  -0.182  0.1085
H  -4.027  -0.661  -0.774  0.0444
H  -4.425  -1.537  0.708  0.0805
H  -5.368  -1.816  -0.759  0.0866
H  -3.282  -2.319  -2.939  0.0573
H  -4.647  -3.314  -2.459  0.0873
H  -3.039  -4.023  -2.529  0.0729
H  -1.325  -4.548  -0.882  0.1127
H  1.227  -3.099  0.011  0.0372
H  1.102  -4.809  -0.389  0.0947
H  0.266  -4.174  1.031  0.0710
H  0.504  -2.582  -2.360  0.0439
H  -1.016  -3.236  -3.011  0.0542
H  0.361  -4.299  -2.714  0.0924
N  -1.539  -0.057  -2.737  0.0720
H  -1.635  0.856  -3.169  0.0537
H  -2.438  -0.517  -2.803  0.0299
H  -0.879  -0.592  -3.294  0.0612
F  5.033  -2.834  -4.781  0.0807
C  4.270  -2.257  -3.846  -0.2772
C  4.318  -2.738  -2.551  0.0129
C  3.533  -2.128  -1.584  -0.1139
C  2.714  -1.051  -1.909  -0.3824
C  2.669  -0.609  -3.230  -0.1511
C  3.453  -1.202  -4.207  0.0002
Sb  1.504  -0.086  -0.417  1.5892
C  2.416  -0.972  1.313  -0.3569
C  1.676  -1.649  2.275  -0.1245
C  2.290  -2.177  3.401  0.0114
C  3.655  -2.024  3.543  -0.2738
F  4.255  -2.532  4.626  0.0807
C  4.422  -1.364  2.599  0.0127
C  3.793  -0.834  1.486  -0.1190
C  2.731  1.672  -0.204  -0.3702
C  2.750  2.312  1.031  -0.1205
C  3.582  3.397  1.253  0.0116
C  4.403  3.826  0.227  -0.2779
F  5.220  4.866  0.440  0.0763
C  4.408  3.212  -1.011  0.0029
C  3.562  2.131  -1.219  -0.1234
H  4.966  -3.570  -2.310  0.1266
H  3.567  -2.499  -0.568  0.0926
H  2.016  0.213  -3.510  0.0909
H  3.446  -0.858  -5.233  0.1242
H  0.608  -1.779  2.152  0.0753
H  1.725  -2.708  4.157  0.1255
H  5.490  -1.270  2.743  0.1262
H  4.386  -0.306  0.749  0.1104
H  2.120  1.963  1.840  0.0824
H  3.607  3.900  2.211  0.1245
H  5.067  3.568  -1.791  0.1239
H  3.568  1.639  -2.184  0.0901